Formula: C37H55BrN2O2SiY
Source: the OMol25 dataset
Level of theory: wB97M-V/def2-TZVPD

Geometry as XYZ:
```
99
Properties=species:S:1:pos:R:3:forces:R:3
Y 0.08253 -1.07408 1.32161 -0.4 -0.6 1.7
C 3.45752 -1.19622 2.60025 -0.1 0.0 -0.1
N 2.18373 -0.49102 2.65743 -0.3 0.1 -0.1
C 2.03093 0.51133 3.44369 0.2 -0.2 0.0
C 0.79085 1.20899 3.52654 -0.4 0.3 0.0
C 0.44419 2.29019 4.34405 0.3 -0.1 0.0
C -0.89629 2.57276 4.07395 -0.2 0.0 -0.1
C -1.29338 1.64780 3.10453 -0.1 0.1 0.0
N -0.28970 0.82389 2.76715 0.2 0.1 0.0
C 4.20658 -1.27747 3.90471 0.1 0.0 0.1
C 5.45706 -0.69553 4.07369 -0.1 0.0 -0.1
C 6.12981 -0.79617 5.28466 0.1 0.0 0.1
C 5.55339 -1.47827 6.34516 0.0 0.0 0.0
C 4.29868 -2.05545 6.18803 0.0 0.0 0.0
C 3.63149 -1.95535 4.97927 -0.1 0.0 0.0
H 4.08431 -0.73886 1.82694 0.0 0.0 0.0
H 3.22808 -2.20903 2.25901 0.0 0.0 0.0
H 2.83820 0.85678 4.09650 0.0 0.0 0.0
H 1.09490 2.78665 5.04951 0.0 0.0 0.0
H -1.51077 3.34003 4.51969 0.0 0.0 0.0
H -2.26930 1.54786 2.64689 0.0 0.0 0.0
H 5.90932 -0.15712 3.24794 0.0 0.0 0.0
H 7.10504 -0.33852 5.40068 0.0 0.0 0.0
H 6.07741 -1.56052 7.28946 0.0 0.0 0.0
H 3.84094 -2.58743 7.01311 0.0 0.0 0.0
H 2.64821 -2.39666 4.85169 0.0 0.0 0.0
C 3.42685 -1.15606 -1.90611 0.0 0.1 0.0
C 2.05511 -1.46676 -1.34063 0.3 0.6 0.9
O 1.78899 -0.94709 -0.22717 0.6 -0.7 -1.3
C 1.16737 -2.31108 -2.07662 -0.6 -0.4 -0.1
C 1.62109 -2.99703 -3.22942 0.0 0.0 0.0
C 0.82035 -3.85731 -3.93549 0.3 0.0 -0.2
C -0.50245 -4.06719 -3.51733 -0.2 0.3 0.5
C -0.99369 -3.40435 -2.41910 -0.3 -0.5 -0.6
C -0.20265 -2.50795 -1.65622 0.2 0.7 0.6
O -0.72993 -1.89457 -0.66010 0.3 -0.4 -0.4
H 3.92199 -0.44712 -1.24658 0.0 0.0 0.0
H 3.34392 -0.72396 -2.90560 0.0 0.0 0.0
H 4.03457 -2.06075 -1.97551 0.0 0.0 0.0
H 2.64266 -2.85973 -3.56044 0.0 0.0 0.0
H 1.20690 -4.37501 -4.80467 0.0 0.0 0.0
H -1.13729 -4.75724 -4.06060 0.0 0.0 0.0
H -2.01660 -3.55728 -2.09673 0.0 0.0 0.1
C -2.52422 4.24981 0.03539 0.0 -0.1 -0.1
C -3.09784 3.47334 -1.16264 0.1 -0.1 -0.1
C -4.13025 2.47816 -0.60377 0.1 0.0 -0.1
C -3.83303 4.46863 -2.07175 0.1 -0.1 -0.1
Si -1.68609 2.52481 -2.10739 0.1 -0.3 0.4
Br -0.77794 1.20084 -0.43570 -0.4 1.0 -0.8
C -0.18023 3.62558 -2.65193 -0.1 -0.1 0.1
C 0.36026 4.42711 -1.45529 -0.1 -0.1 0.0
C 0.97056 2.73818 -3.16062 -0.1 0.0 0.0
C -0.55441 4.61723 -3.76279 -0.1 -0.1 0.0
C -2.28149 1.23852 -3.43075 0.1 0.1 0.2
C -3.28178 0.24933 -2.80855 0.0 0.1 0.0
C -2.94660 1.92853 -4.62965 0.0 0.0 0.1
C -1.09719 0.39491 -3.93407 0.0 0.1 0.0
H -3.35350 4.62202 0.64454 0.0 0.0 0.0
H -1.94117 5.11302 -0.28095 -0.1 0.0 0.1
H -1.90131 3.61949 0.67208 0.0 0.0 0.0
H -4.76723 2.99466 0.12030 0.0 0.0 0.0
H -3.65379 1.64097 -0.09134 -0.1 0.0 0.0
H -4.77870 2.08817 -1.38638 0.0 0.0 0.1
H -4.61902 4.97027 -1.49833 0.0 0.0 0.0
H -4.30679 3.97136 -2.92030 0.0 0.1 0.0
H -3.16149 5.23763 -2.45880 -0.1 0.0 0.0
H 0.53021 3.79111 -0.58529 0.0 0.1 0.0
H -0.31188 5.23515 -1.17204 0.1 0.0 0.0
H 1.31597 4.88078 -1.73492 0.0 0.0 0.0
H 1.16939 1.90206 -2.48678 0.0 0.0 0.0
H 1.88205 3.33991 -3.22766 0.0 0.0 0.0
H 0.76747 2.34628 -4.15551 0.1 0.0 0.1
H -1.33589 5.30981 -3.44454 0.1 0.0 0.0
H -0.89715 4.10821 -4.66538 0.0 0.1 0.0
H 0.32706 5.20918 -4.02960 0.0 0.0 0.0
H -4.24206 0.71399 -2.59483 0.0 -0.1 0.0
H -2.88656 -0.19671 -1.89303 -0.1 0.0 0.0
H -3.46169 -0.56332 -3.51860 0.0 0.0 0.0
H -3.82764 2.50057 -4.33196 0.0 0.0 -0.1
H -3.26931 1.17262 -5.35229 0.0 0.0 0.0
H -2.26009 2.60533 -5.14199 0.0 0.0 0.0
H -0.52215 -0.02932 -3.10736 0.0 0.0 -0.1
H -0.42882 0.96583 -4.57589 0.0 -0.1 0.0
H -1.48155 -0.44183 -4.52480 0.0 0.0 0.0
C -1.09334 -5.04777 3.57758 0.0 -0.1 -0.1
C -0.80521 -4.21914 2.31629 0.0 0.1 0.2
C -1.98797 -4.42924 1.34908 0.1 -0.1 0.1
C 0.45129 -4.81375 1.64403 -0.2 -0.1 0.0
C -0.60668 -2.73486 2.64890 0.4 0.0 -0.6
H -1.24370 -6.10872 3.33623 0.0 0.0 0.0
H -1.99969 -4.67842 4.06352 0.0 0.0 0.0
H -0.26791 -4.96904 4.29006 0.0 0.0 0.0
H -2.04281 -5.47089 1.00162 -0.1 0.0 0.0
H -1.87808 -3.77801 0.48434 0.0 0.1 -0.1
H -2.92608 -4.18168 1.85047 0.0 0.1 0.0
H 0.29152 -5.86366 1.35736 0.1 0.0 -0.1
H 1.30459 -4.76219 2.32360 0.0 0.1 0.0
H 0.69925 -4.24829 0.74116 0.0 0.0 0.0
H -0.70015 -2.60471 3.73907 0.0 0.3 0.0
```
Positions in Å, forces in eV/Å.

The HOMO energy is -1.37 eV. As for the energy above the lowest of the compared OMol25 structures with the same formula, charge and spin: 24.0 kJ/mol. Its total charge is -1. The calculation puts the total energy at -4604.83463 hartree. Its HOMO-LUMO gap is 0.1312 Eh.